{
  "formula": "C49H65BClF40N4O12P",
  "method": "the ωB97M-V functional and the def2-TZVPD basis",
  "symbols": ["Cl", "P", "F", "F", "F", "F", "F", "F", "F", "F", "F", "F", "F", "F", "F", "F", "F", "F", "F", "F", "F", "F", "F", "F", "F", "F", "F", "F", "F", "F", "F", "F", "F", "F", "F", "F", "F", "F", "F", "F", "F", "F", "O", "O", "O", "O", "O", "O", "O", "O", "O", "O", "O", "O", "N", "N", "N", "N", "C", "C", "C", "C", "C", "C", "C", "C", "C", "C", "C", "C", "C", "C", "C", "C", "C", "C", "C", "C", "C", "C", "C", "C", "C", "C", "C", "C", "C", "C", "C", "C", "C", "C", "C", "C", "C", "C", "C", "C", "C", "C", "C", "C", "C", "C", "C", "C", "C", "B", "H", "H", "H", "H", "H", "H", "H", "H", "H", "H", "H", "H", "H", "H", "H", "H", "H", "H", "H", "H", "H", "H", "H", "H", "H", "H", "H", "H", "H", "H", "H", "H", "H", "H", "H", "H", "H", "H", "H", "H", "H", "H", "H", "H", "H", "H", "H", "H", "H", "H", "H", "H", "H", "H", "H", "H", "H", "H", "H", "H", "H", "H", "H", "H", "H"],
  "coordinates": [[-2.04036, 1.08781, 3.95705], [2.24551, 5.38848, 6.18169], [6.16737, -1.62014, -12.27362], [-1.73029, -6.74146, -4.25066], [-9.00894, -5.75578, 2.52470], [1.12601, -3.16490, -3.76018], [-7.63154, -6.80037, 1.19712], [-1.90455, -2.22218, -2.73452], [-0.87793, -5.41552, 0.60166], [-2.25273, -3.18618, 1.70972], [4.94602, -5.79146, -4.37883], [-9.66574, -5.52525, 6.63995], [-2.72871, -6.54727, 0.76929], [-1.89940, -4.86581, -9.87837], [-1.90968, -3.36631, -7.61901], [-2.23506, -4.99032, 2.91946], [6.16979, -6.24286, -6.12569], [3.40677, -2.37129, -2.57338], [-0.02818, -2.80158, 0.18858], [-4.12902, -5.40241, -3.97243], [-8.36128, -3.18254, 6.38865], [6.72324, -1.05794, -9.68949], [4.61412, -2.88327, -10.38465], [6.75693, -2.85109, -13.96156], [3.95979, -5.96413, -7.75004], [-2.71140, -2.28811, -0.73432], [-3.52856, -2.91126, -8.99977], [4.16243, -1.46730, -8.78848], [6.57412, -4.37735, -11.72707], [6.65920, -1.89763, -7.69891], [4.49308, -4.15287, -6.69622], [-6.32068, -6.06504, 3.48513], [-5.66837, -4.94501, 1.75331], [4.60979, -3.06325, -4.24517], [-3.85727, -6.28635, -5.92783], [2.52151, -4.79705, -3.40627], [-8.42788, -6.46401, 5.12348], [-2.35095, -6.11851, -8.16389], [-0.32877, -0.92463, -0.86845], [-1.13478, -5.36222, -5.82767], [-9.32324, -3.83153, 4.54915], [8.59876, -4.15406, -12.49126], [-6.95241, -3.93100, 3.21523], [-2.47599, 9.51421, 4.22483], [-2.61079, 5.13273, 2.59923], [7.23147, -3.22482, -9.34781], [2.70661, -5.36857, -6.06040], [-0.59537, 7.73823, 3.74578], [-3.64838, -4.06482, -5.64486], [1.04503, 0.25129, 3.99492], [-0.96287, 5.39266, 1.12747], [-0.40943, 5.91212, 5.45602], [1.56850, 2.44125, 6.74147], [-1.74900, -4.11488, -1.63126], [-0.75704, 2.94837, 6.15931], [0.15157, 3.48333, 3.28934], [2.17031, 6.20382, -0.17586], [-2.80895, 5.37525, 5.59869], [4.00551, -5.40292, -6.52420], [-8.46014, -5.46738, 6.02766], [6.41014, -2.17007, -8.99905], [3.38007, -2.64521, -3.90231], [7.58774, -3.49631, -11.85442], [-0.37843, 4.64463, 3.23682], [2.79864, 6.34870, 1.14881], [-2.22359, -5.29653, 0.57852], [-1.69487, 1.93300, 2.41916], [-6.96531, -3.81099, 4.63772], [4.04730, 5.04642, 6.41948], [-1.70341, -2.73766, -1.50002], [-4.11858, -3.90428, -6.98030], [1.65220, 4.81083, 4.44670], [-0.33518, -2.27199, -1.01058], [-2.52041, 8.84788, 2.98095], [-1.09165, 8.44505, 2.62235], [-1.68799, 5.71702, 5.48194], [1.34503, -2.01692, 4.79218], [-2.90443, 9.20523, 6.57349], [7.18128, -2.34531, -12.77888], [0.65407, -0.65914, 4.99684], [2.31557, 2.36661, 3.86764], [-3.07405, -3.84108, -8.11412], [-2.82752, -5.11625, -8.92502], [-1.93448, -5.49929, -4.74829], [-8.28970, -4.09177, 5.37702], [-0.29219, 2.51348, 2.27539], [2.31232, -3.70805, -4.17241], [8.12394, -3.13375, -10.45392], [-2.70736, -4.45585, 1.76306], [2.10143, -4.14951, -5.63608], [-1.83420, 0.88180, 1.29400], [4.90880, -6.26273, -5.63801], [2.81144, 5.20185, 3.50820], [0.46770, 6.87742, 3.45509], [2.20478, 7.24101, 6.25443], [2.58826, 5.04297, 1.97364], [2.26521, 0.90398, 4.27827], [-3.45335, 9.07777, 5.14402], [-7.91414, -5.60441, 1.76226], [-6.71926, -5.14091, 2.59876], [-1.45450, 5.09559, 2.25163], [4.41142, 3.63143, 6.87444], [4.93125, -2.53685, -9.12226], [0.30066, 5.57287, 4.26356], [1.19835, 3.31718, 4.34754], [-2.67004, -4.86375, -0.83366], [-3.40664, -5.31611, -5.11381], [0.67091, 2.89999, 5.80375], [1.40669, 7.39074, 3.69173], [3.26012, 2.73880, 4.25994], [-6.12437, -4.33321, 5.09307], [-6.76900, -2.75281, 4.80478], [4.66890, 5.34290, 5.57045], [2.46483, 5.31130, -0.55806], [3.15573, -1.71861, -4.43816], [-0.27304, 2.99673, 1.29831], [2.97892, 7.66871, 5.61201], [1.08831, -2.32157, 3.77912], [2.39220, 7.21618, 1.65712], [-0.41063, -0.86692, 4.93212], [-1.13783, 7.84571, 1.71144], [4.55023, -7.29378, -5.61478], [-4.92789, -4.59733, -7.20845], [-4.32965, 9.73265, 5.09293], [3.04631, 0.39637, 3.69517], [-0.53148, 9.37635, 2.48833], [-3.74432, -5.44930, -9.41922], [-3.65779, -4.40520, -0.82583], [-3.79851, -4.44094, 1.81450], [1.16458, 6.10717, -0.04474], [2.38981, 7.48313, 7.29521], [1.37916, 2.85234, 7.59180], [3.09954, 6.23842, 3.68189], [-3.75463, 8.03908, 5.00755], [1.25655, 7.65971, 5.93090], [1.63104, 4.61983, 1.67524], [2.54639, 0.72807, 5.31714], [-0.82578, 3.45410, 7.04051], [-2.62898, 8.23354, 6.98331], [-2.48768, 2.65627, 2.26608], [-1.43156, -0.04292, 1.70669], [5.43762, 3.67202, 7.24796], [-1.62742, -4.76783, -3.99792], [-3.64649, 9.62799, 7.24697], [3.81541, 3.31007, 7.72020], [-3.10576, 7.92529, 3.01452], [-7.68597, -5.64361, 6.77963], [0.81461, -0.27659, 6.01053], [3.70367, 4.63386, 3.74988], [-2.95348, 9.48565, 2.20475], [3.34669, 4.36116, 1.58025], [0.39682, 1.68008, 2.17049], [8.87479, -3.89252, -10.23737], [8.02909, -1.68304, -12.97520], [8.66521, -2.18791, -10.45671], [2.29194, -3.33780, -6.33819], [4.68485, -3.36759, -8.45911], [1.03412, -4.35387, -5.71963], [3.86493, 6.43580, 0.94906], [2.43633, 2.39755, 2.78454], [-1.18075, 1.13297, 0.46072], [-2.86672, 0.72866, 1.00505], [0.44119, -2.55838, -1.71870], [-2.79206, -5.79294, -1.38977], [0.87274, -2.74785, 5.44744], [0.52786, 6.67596, 2.38637], [-8.13426, -4.88033, 0.97461], [4.35329, 5.72247, 7.22075], [-2.00774, 9.82016, 6.59204], [2.41854, -1.95007, 4.94304], [-4.58070, -2.91803, -6.97043], [-1.08393, 2.00015, 6.31002], [4.41446, 2.89609, 6.07480]],
  "forces_ev_per_a": [[-0.0698, 0.2729, 0.0657], [-0.8256, -0.6939, 1.6002], [-0.0226, -0.0412, 0.2632], [-0.2480, -0.0263, 0.0063], [0.0745, 0.0248, 0.2069], [-0.0300, 0.2536, -0.1430], [0.1700, 0.0397, 0.0429], [0.2340, 0.0950, -0.0547], [0.0005, 0.1080, 0.1030], [0.1217, 0.0236, -0.2199], [-0.1003, 0.1803, -0.0169], [0.0256, 0.1806, -0.0115], [-0.2743, 0.0862, 0.0825], [-0.0587, 0.1687, 0.0429], [0.0840, -0.1466, -0.0419], [0.0221, -0.1657, -0.1422], [-0.0678, 0.0744, -0.1382], [-0.1902, -0.0599, -0.0015], [-0.2416, -0.1124, 0.0634], [0.1905, -0.0533, 0.1668], [0.1852, -0.1444, 0.1930], [-0.2244, 0.0340, -0.0775], [0.2003, 0.0857, -0.1171], [0.1050, -0.1378, 0.0579], [0.2397, -0.1457, 0.0148], [0.1816, 0.1852, 0.1321], [-0.1827, -0.1747, -0.1386], [0.1854, 0.0695, 0.1017], [-0.1034, 0.1092, -0.0798], [-0.2194, -0.0170, 0.0818], [0.2004, -0.2480, 0.4855], [-0.1437, -0.2335, -0.1496], [-0.4554, -0.1768, -0.2695], [-0.0224, -0.2134, -0.1414], [0.2015, -0.1373, 0.0346], [0.1259, 0.0898, 0.0884], [0.1177, 0.0890, -0.2318], [-0.0468, 0.0469, 0.2632], [-0.1962, 0.0468, -0.1543], [-0.1713, 0.0114, -0.2098], [-0.0442, -0.1719, 0.0036], [0.1558, 0.2438, -0.0900], [-0.5919, -0.5090, 0.0028], [-0.2318, -0.4114, -0.2274], [-0.7242, -0.2190, 0.9801], [-0.5872, 0.1437, -0.5342], [0.5759, 0.2003, 0.6287], [-0.0842, -0.6952, -0.3548], [0.6210, -0.3749, -0.2736], [-0.5420, 0.8690, 0.3002], [0.6805, -0.2976, 0.6670], [0.1435, -0.6322, 0.1649], [0.7513, 0.3862, -0.7025], [0.1119, 0.3106, 0.7941], [0.8419, 0.7637, -0.1605], [-0.9076, -0.4667, -0.4689], [-0.1417, 0.2553, 0.3114], [2.7115, 1.3698, -0.1746], [-1.0385, 0.3975, -0.2307], [-0.1755, -0.2184, 0.4396], [0.9759, -0.0847, -0.0920], [0.0660, 0.4471, 0.2595], [-0.3774, -0.3406, 0.5580], [-0.6577, 0.3000, 1.8641], [-0.3602, -1.4389, -0.6610], [0.6263, 0.1027, -0.4200], [-0.4381, -0.5893, -1.0931], [0.5536, 0.3682, 0.0355], [0.0692, 0.0091, -0.4372], [-0.7185, -0.6118, -0.2551], [-0.5732, 0.2197, 0.1927], [0.8540, 1.1024, 1.6815], [0.7133, 0.1970, 0.0950], [0.4386, -0.3734, -0.1220], [-1.0568, 1.0183, 0.2376], [-2.8984, -1.4397, 0.4377], [-0.7452, 0.6135, 0.0004], [0.1228, -0.2860, -0.0246], [0.0424, 0.1462, -0.4845], [0.0963, -1.3722, 0.2484], [0.0123, 0.0045, 0.0176], [0.2430, 0.2214, 0.6403], [0.0710, -0.1520, -0.4963], [0.6181, 0.0296, 0.4479], [-0.1215, 0.2282, -0.6932], [0.0953, -0.8713, -0.0167], [0.1834, -0.8179, -0.2537], [0.5232, -0.0035, 0.3975], [-0.2856, 0.0432, 0.4888], [-0.4937, 0.0189, -0.4943], [0.7534, -0.0861, 0.8206], [0.2995, -0.3725, 0.1544], [-0.6500, -0.0421, -1.4508], [0.6575, 1.1245, 0.2896], [0.4086, -0.4731, -1.0982], [0.6281, 0.5241, -0.0294], [0.6842, -0.8680, -0.2950], [-0.0747, 0.5531, 1.2491], [-0.2700, -0.0788, -0.4485], [0.4255, 0.6303, 0.9199], [0.3625, 0.4213, -2.0110], [0.7119, 0.4213, 0.1488], [-0.5629, -0.2768, 0.0304], [0.5671, 0.6502, -3.1243], [0.9487, -0.4002, -0.2260], [-0.3654, -0.3387, -0.5435], [-0.7815, 0.4805, -0.5265], [-1.2427, -0.6314, 0.5042], [0.0091, -0.1352, 0.2748], [0.0431, -0.0015, 0.0887], [-0.1374, -0.2722, -0.0023], [-0.1471, 0.0221, -0.0526], [-0.0473, -0.0088, -0.1050], [0.0735, 0.0571, -0.1702], [-0.0697, -0.0529, -0.0517], [-0.0523, 0.4561, 0.1371], [0.0974, 0.1861, 0.1803], [0.3671, -0.1187, -0.1526], [0.2006, 0.2098, -0.0567], [-0.1649, 0.4236, -0.3715], [0.3321, -0.1087, 0.0086], [-0.0930, 0.0363, -0.1125], [0.1903, -0.2312, -0.0817], [-0.1489, -0.1437, -0.3548], [0.1003, 0.1073, 0.0015], [0.3498, -0.1852, -0.1824], [-0.0551, 0.0640, 0.0641], [0.0611, 0.1765, 0.2095], [0.3664, 0.0076, -0.1071], [-0.0294, 0.0531, -0.0463], [0.0443, 0.1041, 0.0862], [-0.1360, -0.3326, 0.1719], [-0.0905, 0.0730, 0.1797], [0.0130, 0.0086, -0.4489], [-0.1497, -0.0944, 0.2318], [-0.1324, 0.1219, 0.2334], [-0.1688, 0.3842, 0.1669], [-0.3770, -0.1589, 0.0844], [0.0532, -0.0846, -0.0692], [0.1878, 0.4256, 0.4568], [-0.1011, -0.2095, -0.2068], [0.0794, -0.0620, -0.0766], [-0.1905, 0.0532, 0.0093], [-0.0268, 0.1135, 0.0303], [-0.2815, -0.1828, -0.1240], [-0.1306, 0.0380, 0.2428], [0.0562, 0.0785, -0.0426], [0.2608, 0.2591, -0.0898], [-0.1022, -0.1585, 0.3609], [0.0887, 0.0766, -0.0732], [-0.0976, -0.2340, 0.0647], [0.2047, 0.0184, 0.5647], [-0.1042, -0.1013, -0.0489], [0.0511, -0.0450, 0.0792], [-0.2190, 0.1527, -0.1521], [0.2614, 0.0772, 0.1220], [0.2342, 0.2432, -0.2664], [0.0455, -0.0730, 0.1073], [0.1117, 0.5198, 0.3641], [-0.1839, 0.2487, -0.0801], [-0.3706, 0.1554, -0.3121], [-0.0407, 0.0532, -0.1541], [-0.1055, -0.0196, -0.1059], [0.1418, -0.0445, 0.0664], [0.3121, -0.0804, 0.2285], [-0.1762, -0.3183, 0.0281], [0.1224, 0.0601, 0.0323], [-0.2833, 0.1721, 0.0597], [-0.0401, 0.2095, -0.0714], [0.0857, -0.2341, -0.0181], [0.1451, 0.0552, -0.0028], [-0.2824, 0.0808, -0.0370], [-0.3274, -0.1086, 0.0361]],
  "lowdin_charge": [0.722, 1.061, 0.099, 0.104, 0.111, 0.088, 0.102, 0.146, 0.134, 0.089, 0.106, 0.098, 0.112, 0.097, 0.129, 0.092, 0.103, 0.092, 0.105, 0.143, 0.108, 0.148, 0.105, 0.095, 0.154, 0.151, 0.107, 0.093, 0.135, 0.147, 0.116, 0.159, 0.108, 0.105, 0.153, 0.140, 0.098, 0.098, 0.094, 0.093, 0.135, 0.103, 0.047, -0.137, 0.085, 0.047, 0.054, -0.090, 0.046, -0.166, 0.002, 0.026, 0.107, 0.025, 0.159, 0.108, 0.000, 0.220, -0.522, -0.307, -0.531, -0.301, -0.441, 0.019, -0.265, -0.432, -0.640, -0.031, -0.404, -0.530, -0.035, -0.340, -0.277, -0.181, -0.150, -0.323, -0.054, -0.066, -0.308, -0.297, -0.074, -0.440, -0.307, -0.277, -0.442, -0.121, -0.428, -0.038, -0.296, -0.026, -0.111, -0.283, -0.165, -0.144, -0.235, -0.164, -0.208, -0.266, -0.286, -0.522, -0.687, -0.149, -0.281, -0.270, -0.182, -0.030, -0.530, -0.637, 0.121, 0.108, 0.146, 0.150, 0.073, 0.062, 0.176, 0.137, 0.044, 0.077, 0.093, 0.078, 0.124, 0.178, 0.146, 0.112, 0.134, 0.133, 0.174, 0.147, 0.143, 0.047, 0.042, 0.105, 0.101, 0.101, 0.035, 0.089, 0.119, 0.085, 0.054, 0.092, 0.060, 0.073, 0.155, 0.065, 0.060, 0.119, 0.173, 0.117, 0.094, 0.128, 0.109, 0.124, 0.148, 0.172, 0.145, 0.148, 0.142, 0.130, 0.108, 0.124, 0.073, 0.085, 0.152, 0.143, 0.076, 0.106, 0.177, 0.078, 0.073, 0.071, 0.149, 0.051, 0.057],
  "gap_ev": 8.378,
  "spin_multiplicity": 1,
  "homo_ev": -8.53,
  "max_force_ev_per_a": 3.27
}